No. 1
Formula: C12H34O5SSi2
Source: the OMol25 dataset
Level of theory: the ωB97M-V functional and the def2-TZVPD basis

XYZ file:
```
54
Properties=species:S:1:pos:R:3:forces:R:3:lowdin_charge:R:1
C 0.7270 -3.0865 1.6102 -0.6 0.0 -0.1 -0.156
C -0.4639 -3.8889 2.1076 -0.1 0.4 -0.3 -0.548
S -1.8115 -2.8665 2.7438 -0.3 0.0 0.4 0.787
C -2.7728 -2.5362 1.2480 0.2 0.2 0.2 -0.642
Si -3.6847 -0.9067 1.3623 0.4 0.7 0.3 0.457
O -4.9530 -0.9415 2.4378 0.2 -0.8 -0.7 -0.434
Si -5.9517 -2.2774 2.4338 -0.7 0.4 0.7 0.568
C -6.7418 -2.5836 0.7323 0.6 -0.5 0.5 -0.299
O -7.0618 -3.9719 0.6361 0.3 -0.2 -0.5 -0.225
O -8.2574 -4.0743 1.3982 -0.6 -0.2 0.5 -0.059
H 0.6005 -2.8878 0.5601 0.1 0.3 -0.5 0.057
H 0.7713 -2.1460 2.1251 0.2 0.5 0.3 0.056
H 1.6541 -3.6053 1.7488 0.5 -0.4 0.0 0.063
H -0.8684 -4.4767 1.3000 -0.2 -0.4 -0.2 0.065
H -0.1943 -4.5716 2.8864 0.1 -0.3 0.6 0.054
H -2.0675 -2.4128 0.4398 0.3 0.2 -0.5 0.030
H -3.3906 -3.3815 0.9896 -0.4 -0.4 -0.1 0.024
H -4.1422 -0.4843 0.0192 -0.2 -0.2 -0.1 -0.022
H -2.7305 0.1176 1.8255 0.0 0.0 0.0 -0.017
H -7.0375 -2.0024 3.3960 0.1 0.1 0.0 -0.021
H -5.2708 -3.4985 2.9080 0.2 0.0 -0.2 -0.004
H -6.0975 -2.3919 -0.1111 0.3 0.2 -0.3 0.076
H -7.6571 -2.0338 0.6081 -0.4 0.5 -0.2 0.080
H -8.2611 -5.0071 1.6569 0.1 0.1 -0.1 0.108
C 1.3189 -1.1331 -4.0962 0.1 0.0 0.0 -0.080
C 1.0031 -0.4710 -2.7657 -0.1 0.1 -0.1 -0.284
O 1.7261 -1.0023 -1.6722 -0.1 -0.1 0.2 -0.169
C 3.1360 -0.8968 -1.7471 0.2 0.0 0.0 -0.280
C 3.6431 0.5323 -1.8314 -0.1 0.0 -0.1 -0.073
H 1.1749 -2.2122 -4.0293 0.0 0.0 0.0 0.081
H 0.6650 -0.7401 -4.8750 0.0 0.0 0.0 0.076
H 2.3490 -0.9534 -4.4066 0.0 0.0 0.0 0.066
H -0.0475 -0.6330 -2.5223 0.0 0.0 0.1 0.115
H 1.1472 0.6135 -2.8299 0.0 0.0 0.0 0.107
H 3.5217 -1.4949 -2.5808 0.0 0.0 0.0 0.108
H 3.5084 -1.3598 -0.8328 -0.1 0.0 0.0 0.117
H 3.3357 1.0206 -2.7570 0.1 0.0 0.0 0.069
H 4.7323 0.5503 -1.7950 0.0 0.0 0.0 0.080
H 3.2558 1.1266 -1.0032 0.0 0.0 0.0 0.071
C 3.6566 3.6157 1.5477 -0.1 0.0 -0.1 -0.076
C 4.5252 4.2587 0.4794 0.0 0.0 0.1 -0.283
O 3.9299 4.2904 -0.8036 0.1 -0.1 -0.2 -0.167
C 2.7164 5.0093 -0.9114 -0.1 0.1 0.0 -0.285
C 2.8368 6.4823 -0.5592 0.1 0.0 0.1 -0.080
H 3.3526 2.6140 1.2414 0.0 0.0 0.0 0.072
H 4.2084 3.5423 2.4851 0.0 0.0 0.0 0.077
H 2.7515 4.1932 1.7405 0.0 0.0 0.0 0.067
H 5.4388 3.6766 0.3581 0.0 0.0 -0.1 0.117
H 4.8320 5.2656 0.7850 0.0 0.0 0.0 0.107
H 1.9327 4.5317 -0.3120 0.0 0.0 0.0 0.108
H 2.4154 4.9110 -1.9546 0.1 -0.1 0.0 0.117
H 3.0873 6.6313 0.4920 -0.1 0.0 0.0 0.066
H 1.8924 6.9922 -0.7497 0.0 0.0 0.0 0.076
H 3.6173 6.9548 -1.1567 0.0 0.0 0.0 0.082
```
Positions in Å, forces in eV/Å.

=====

No. 2
Formula: C12H36AlO6S6
Source: the OMol25 dataset
Level of theory: the ωB97M-V functional and the def2-TZVPD basis

XYZ file:
```
61
Properties=species:S:1:pos:R:3:forces:R:3:lowdin_charge:R:1
Al 18.0890 -1.0170 -14.3800 1.0 -1.9 -0.6 -0.998
C 18.1730 -0.8920 -10.2450 0.8 1.3 0.5 -0.213
S 16.8700 -1.2670 -11.3780 0.6 -0.3 -1.8 1.106
O 17.4780 -1.1100 -12.7900 -1.7 0.9 4.3 -0.362
C 16.8810 -3.0200 -11.3210 -1.8 0.3 0.7 -0.199
H 19.0730 -1.3810 -10.5680 0.3 -0.6 -0.1 0.058
H 17.9460 -1.1370 -9.2020 -0.3 -0.2 -0.3 0.096
H 18.4310 0.1910 -10.2550 -0.7 -0.6 -0.1 0.073
H 16.5050 -3.3620 -10.3980 -0.5 -0.3 1.4 0.076
H 17.7470 -3.5380 -11.5080 2.7 -0.4 -0.3 0.031
H 16.2050 -3.3890 -12.0480 -1.0 0.1 -0.9 0.055
C 21.2250 -3.7200 -14.8510 0.2 -1.5 -2.2 -0.224
S 20.1620 -3.5510 -13.4640 -0.8 2.3 0.3 1.005
O 19.2970 -2.3680 -13.9240 1.8 -1.6 0.8 -0.421
C 19.1600 -5.0210 -13.5510 0.5 0.5 0.0 -0.192
H 22.1330 -3.0940 -14.8230 -0.5 -0.3 0.4 0.075
H 20.6180 -3.4540 -15.7590 0.4 0.0 0.9 0.069
H 21.4910 -4.7970 -15.0370 0.1 0.9 0.6 0.099
H 19.1810 -5.3230 -14.5650 0.2 -1.0 -0.9 0.036
H 18.1210 -4.8470 -13.3240 -0.1 0.3 0.6 0.051
H 19.6620 -5.6640 -12.8370 -0.3 -0.7 -0.2 0.083
C 20.4790 1.2530 -11.8560 -0.1 -1.6 -1.3 -0.191
S 20.3680 1.2070 -13.6290 0.4 -2.6 -1.0 1.093
O 19.2510 0.1950 -13.9550 2.0 3.2 1.1 -0.376
C 21.7950 0.1110 -13.9590 -1.0 -1.6 -0.3 -0.183
H 21.4320 1.6310 -11.6260 1.2 0.8 0.4 0.068
H 20.4320 0.2110 -11.5360 -0.3 0.3 0.2 0.064
H 19.6960 1.8960 -11.5830 -1.0 0.7 1.0 0.055
H 21.7970 -0.9050 -13.4280 -0.4 1.8 -0.2 0.098
H 22.6960 0.6200 -13.8510 1.6 1.0 0.8 0.046
H 21.8060 -0.1300 -15.0220 -0.5 0.1 -0.1 0.044
C 14.5180 1.0900 -14.6160 -1.8 0.1 -2.0 -0.214
S 16.0370 1.2280 -15.4570 1.3 0.1 -0.4 1.079
O 16.9180 0.0690 -14.9840 -3.3 2.5 -1.3 -0.361
C 15.6850 0.9600 -17.2360 0.0 0.4 1.8 -0.157
H 14.6610 1.0550 -13.5700 0.2 0.2 1.0 0.062
H 13.8520 0.3100 -14.9660 0.4 -0.8 0.1 0.068
H 13.9240 1.9460 -14.9750 0.4 0.4 0.6 0.094
H 15.1900 0.1020 -17.5390 -1.1 -2.1 0.2 0.039
H 16.6320 0.9030 -17.6830 1.3 0.5 -0.6 0.003
H 15.0740 1.7470 -17.5880 -0.3 1.4 -0.3 0.071
C 20.4560 0.3060 -17.5870 -0.7 1.9 0.3 -0.174
S 18.8870 -0.6260 -17.5190 -0.2 0.2 1.6 1.048
O 18.7180 -1.0990 -16.0540 1.9 0.0 -3.5 -0.384
C 19.4430 -2.0970 -18.3080 0.7 -1.7 0.7 -0.217
H 20.7510 0.7160 -18.5580 -0.9 0.0 -0.2 0.091
H 21.1410 -0.4500 -17.4460 1.9 -1.5 0.9 0.009
H 20.5720 1.1560 -16.8390 -0.7 -1.3 -0.8 0.099
H 19.4280 -1.9560 -19.3500 0.2 0.5 -1.5 0.059
H 18.7550 -2.9620 -18.1710 0.3 0.9 0.4 0.066
H 20.4740 -2.4110 -17.9930 -1.0 0.5 -0.1 0.093
C 16.8820 -4.4220 -16.5090 0.2 0.0 -0.6 -0.199
S 16.0900 -3.5460 -15.1950 -0.5 0.4 0.3 1.010
O 17.0250 -2.4410 -14.8060 -0.9 -1.6 -0.3 -0.389
C 14.9660 -2.7470 -16.2610 -1.7 -1.1 -0.4 -0.218
H 16.3480 -5.3020 -16.8670 -0.3 0.0 0.4 0.097
H 17.8010 -4.7330 -16.0550 0.7 -0.2 -0.2 0.033
H 17.0100 -3.7460 -17.3670 0.2 -0.2 0.4 0.059
H 15.5280 -2.2620 -17.0150 0.7 0.1 -1.1 0.044
H 14.3770 -1.9680 -15.8320 -0.5 0.2 1.0 0.054
H 14.3020 -3.5620 -16.6460 0.4 0.8 0.0 0.112
```
Positions in Å, forces in eV/Å.

Its total charge is +3.

=====

No. 3
Formula: C12H36B3MgO6S3
Source: the OMol25 dataset
Level of theory: the ωB97M-V functional and the def2-TZVPD basis

XYZ file:
```
61
Properties=species:S:1:pos:R:3:forces:R:3:lowdin_charge:R:1
Mg -1.1063 -1.9644 -0.6522 1.1 -0.4 0.0 0.226
B -1.5816 -3.7914 -1.4936 -0.4 -2.0 -0.5 -0.329
H -2.0329 -3.4646 -0.5169 -1.7 -0.3 2.3 -0.039
H -0.5257 -4.1366 -1.1724 1.5 -0.6 -0.2 -0.012
H -2.3040 -4.5427 -1.9819 -0.6 -1.1 -0.6 -0.004
H -1.6033 -2.8330 -2.0793 0.1 1.3 -2.4 -0.024
B 0.4564 -0.8813 -1.5858 2.3 1.1 -1.1 -0.401
H -0.6299 -0.7277 -1.8155 -1.9 0.6 -1.3 -0.039
H 1.0949 -0.8460 -2.5480 0.7 0.1 -1.3 0.016
H 0.7847 -0.0628 -0.8535 0.4 0.7 1.1 -0.013
H 0.6572 -1.9033 -1.1575 0.7 -2.3 0.8 -0.042
B -2.2833 -0.6669 0.2135 -3.0 2.7 1.5 -0.404
H -3.0315 0.0408 0.7357 -0.8 0.9 0.8 0.014
H -2.7135 -0.8330 -0.8156 -1.0 -0.2 -2.5 0.000
H -1.2742 -0.2124 0.0519 1.9 1.0 0.4 -0.035
H -2.3511 -1.6863 0.6657 -0.1 -1.8 1.7 -0.018
C 2.0070 3.0780 3.1969 1.7 -0.8 1.0 -0.242
C 0.9177 1.9943 3.2175 -1.5 1.8 -0.5 -0.198
C 0.3303 1.8914 1.7952 1.5 -0.9 -1.1 -0.163
S 1.4999 2.7727 0.6344 0.4 -0.8 -0.7 0.651
O 0.9801 4.0185 0.1680 -0.9 1.3 0.5 -0.320
O 1.9417 1.8982 -0.4142 0.7 -0.1 1.0 -0.316
C 2.7811 3.0910 1.8809 -0.9 -0.7 0.1 -0.224
H 2.7429 2.7021 3.9170 0.0 0.6 0.3 0.103
H 1.6723 4.0439 3.5675 -0.1 0.1 -0.4 0.111
H 0.1334 2.4052 3.8567 0.0 -0.4 0.2 0.107
H 1.2780 1.0891 3.6971 -0.1 -0.3 -0.6 0.103
H -0.6445 2.2616 1.4889 -0.1 0.3 0.8 0.093
H 0.3766 0.8646 1.4251 -0.1 0.0 -0.1 0.076
H 3.3743 3.9842 1.7142 -0.2 0.1 -0.3 0.103
H 3.4060 2.1979 1.8241 0.2 0.1 0.0 0.097
C -3.5556 2.2812 -3.2670 -0.8 0.2 -1.9 -0.264
C -3.5788 2.2872 -1.7507 -0.2 1.3 0.0 -0.207
C -2.2383 2.8833 -1.2381 -0.3 -0.8 -0.7 -0.172
S -1.0485 2.6808 -2.6446 -0.6 -1.5 0.6 0.692
O -0.0041 1.7553 -2.2962 -0.1 1.1 -0.3 -0.331
O -0.7834 3.9963 -3.1904 -0.1 -0.3 -0.1 -0.337
C -2.2097 1.7474 -3.7232 0.0 0.5 1.5 -0.196
H -3.7679 3.2381 -3.7574 0.2 0.3 0.5 0.109
H -4.3708 1.6653 -3.6619 0.1 -0.3 0.2 0.110
H -3.8234 1.2945 -1.3784 0.6 -0.1 0.2 0.098
H -4.4000 2.9375 -1.4392 0.0 0.0 0.2 0.107
H -1.9372 2.3052 -0.3682 0.5 0.1 -0.1 0.072
H -2.2651 3.9541 -1.0556 -0.1 0.0 0.1 0.094
H -2.2256 0.7220 -3.3492 0.9 -0.1 -0.3 0.108
H -1.8476 1.8658 -4.7388 -0.4 0.0 -0.1 0.102
C 3.4489 -2.5193 1.6057 0.4 -0.9 -0.9 -0.215
C 3.0574 -3.3999 0.4031 -1.9 -0.1 -0.2 -0.192
C 1.7848 -4.1670 0.8106 0.2 0.0 1.3 -0.190
S 0.7902 -3.0243 1.8662 1.7 -1.0 -1.8 0.762
O 0.3252 -3.8344 2.9664 -0.2 0.9 0.2 -0.310
O -0.1057 -2.2402 1.0447 0.5 -0.6 1.8 -0.355
C 2.2141 -1.9466 2.2715 -0.1 -0.1 0.1 -0.192
H 4.1023 -1.7572 1.1816 0.0 0.3 0.5 0.116
H 4.0091 -3.1456 2.3023 0.1 0.1 0.1 0.110
H 3.8748 -4.0508 0.1030 -0.1 -0.1 0.0 0.112
H 2.6924 -2.8338 -0.4580 0.7 0.5 0.0 0.114
H 2.0184 -4.9251 1.5625 0.0 -0.2 -0.2 0.093
H 1.1311 -4.5901 0.0519 0.1 0.2 -0.2 0.086
H 2.3098 -1.9962 3.3544 -0.1 0.5 0.0 0.099
H 2.0505 -0.9648 1.8291 -0.6 0.1 0.4 0.099
```
Positions in Å, forces in eV/Å.

Its total charge is -1.

=====

no.,Kohn-Sham gap (eV),calculated total energy (eV)
1,9.21,-49821.1769
2,10.82,-96896.2852
3,7.98,-65288.7626